{
  "formula": "C15H20BrNO2S",
  "method": "wB97M-V/def2-TZVPD",
  "homo_energy_ev": -8.0,
  "total_energy_ev": -102324.6140,
  "charge": 0,
  "homo_lumo_gap_ev": 8.1,
  "relative_energy_ev": 1.008,
  "largest_force_ha_per_bohr": 0.3475,
  "species": ["C", "C", "C", "H", "H", "C", "N", "S", "O", "O", "C", "C", "C", "C", "C", "C", "H", "H", "H", "H", "Br", "C", "C", "C", "C", "H", "H", "C", "H", "H", "H", "H", "H", "H", "H", "H", "H", "H", "H", "H"],
  "positions_angstrom": [[0.79200, 3.28219, 2.01436], [1.62263, 2.88938, 0.89387], [1.52287, 1.70334, 0.11195], [1.21690, 1.81033, -0.93795], [2.35858, 0.93203, 0.03185], [0.21276, 0.58496, 0.69266], [-0.00791, -0.66322, 0.03596], [-0.88203, -0.29957, -1.60459], [-0.51834, 0.86600, -2.32484], [-0.92221, -1.60809, -2.19229], [-2.52773, 0.25601, -0.74517], [-3.20848, -0.74878, -0.03382], [-4.34875, -0.75588, 0.45267], [-4.97427, 0.69947, 0.25437], [-4.37352, 1.50490, -0.74542], [-3.17060, 1.20622, -0.98395], [-2.54011, 1.75216, -1.71445], [-4.89056, 2.38969, -0.80600], [-5.87743, 0.92994, 0.53666], [-4.88492, -1.24027, 1.33149], [-2.29254, -2.45329, 0.45981], [0.98048, -1.47152, -0.10744], [1.89628, -1.73422, 1.06667], [3.11616, -2.43427, 0.64465], [3.50950, -1.43964, -0.97972], [4.27421, -2.07978, -1.44170], [3.99776, -0.87146, -0.40312], [2.18502, -1.15229, -1.40496], [1.99781, -0.33311, -1.64201], [1.98660, -2.02203, -2.13875], [3.99098, -2.39203, 1.15893], [2.94709, -3.53184, 0.02248], [1.38734, -2.45205, 1.71835], [2.13237, -1.04937, 1.50238], [0.50043, -2.53216, -0.52154], [-0.65122, 1.39804, 0.63195], [0.47406, 0.39736, 1.51108], [2.24163, 3.57790, 0.78890], [0.88444, 4.28022, 2.41871], [-0.15725, 2.80473, 2.44799]]
}